[1]
This record from the OMol25 dataset describes C36H40ClCsN6OS as an isolated structure. The level of theory is ωB97M-V/def2-TZVPD.

Last column: Löwdin charge in e.
Cartesian coordinates (Å):
Cs: 0.9264 1.9914 0.0496  1.263
Cl: -4.5600 1.8849 4.5232  0.621
C: -2.9421 2.0856 3.9040  -0.688
C: -1.9040 1.3056 4.4176  -0.111
C: -0.6320 1.4618 3.9344  -0.015
C: -0.3021 2.3950 2.9060  -0.461
O: 0.8961 2.4709 2.4746  -0.436
C: -1.3953 3.1847 2.3871  -0.151
C: -1.2895 4.2286 1.3751  -0.126
N: -0.2544 4.5143 0.6749  -0.023
C: -0.2640 5.6324 -0.1657  -0.214
C: -0.7721 6.8471 0.2309  -0.020
C: -0.6812 7.9855 -0.5951  -0.075
C: -0.0674 7.9183 -1.8103  -0.046
C: 0.4726 6.6886 -2.2606  -0.157
C: 1.1320 6.5609 -3.5043  -0.013
C: 1.6251 5.3479 -3.8869  -0.047
C: 1.4330 4.2477 -3.0255  -0.138
N: 0.8340 4.3311 -1.8679  0.018
C: 0.3644 5.5330 -1.4558  -0.164
C: -2.6838 3.0050 2.9231  -0.088
H: -2.1132 0.5828 5.1952  0.103
H: 0.1777 0.8599 4.3283  0.107
H: -2.2142 4.8001 1.2140  0.126
H: -1.2035 6.9411 1.2188  0.112
H: -1.0886 8.9235 -0.2414  0.105
H: 0.0238 8.7935 -2.4410  0.110
H: 1.2389 7.4349 -4.1357  0.117
H: 2.1418 5.2126 -4.8260  0.104
H: 1.7976 3.2670 -3.3144  0.110
H: -3.4952 3.6162 2.5447  0.107
C: -5.6730 -2.3987 -0.5803  -0.066
C: -4.3161 -3.1013 -0.6112  -0.558
C: -4.1757 -3.9467 0.6624  -0.040
C: -4.2674 -4.0167 -1.8419  -0.041
C: -3.1620 -2.1105 -0.6799  -0.153
C: -3.3400 -0.7344 -0.7199  0.006
C: -2.2214 0.0834 -0.7725  -0.129
N: -0.9774 -0.3648 -0.7847  0.037
C: -0.7810 -1.6842 -0.7605  -0.196
C: -1.8483 -2.5747 -0.7093  0.039
C: 0.6433 -2.1475 -0.8126  -0.196
C: 0.9727 -3.4962 -0.7227  0.036
C: 2.2995 -3.9125 -0.8135  -0.157
C: 3.2499 -2.9170 -0.9948  0.003
C: 2.8385 -1.5926 -1.0642  -0.133
N: 1.5762 -1.2038 -0.9697  0.094
C: 2.6390 -5.3945 -0.7384  -0.559
C: 1.9877 -6.1104 -1.9298  -0.040
C: 4.1466 -5.6395 -0.7870  -0.066
C: 2.0922 -5.9802 0.5707  -0.042
H: -6.4663 -3.1447 -0.5230  0.087
H: -5.8415 -1.8051 -1.4799  0.088
H: -5.7702 -1.7447 0.2873  0.089
H: -5.0012 -4.6570 0.7292  0.087
H: -4.1941 -3.3164 1.5522  0.094
H: -3.2449 -4.5139 0.6698  0.077
H: -5.1044 -4.7159 -1.8181  0.087
H: -3.3466 -4.5990 -1.8761  0.078
H: -4.3332 -3.4361 -2.7628  0.093
H: -4.3216 -0.2855 -0.7042  0.105
H: -2.3392 1.1633 -0.8085  0.108
H: -1.6684 -3.6386 -0.6957  0.099
H: 0.1981 -4.2345 -0.5832  0.098
H: 4.3021 -3.1426 -1.0860  0.105
H: 3.5671 -0.7976 -1.1985  0.050
H: 2.3444 -5.6978 -2.8740  0.093
H: 0.9020 -6.0150 -1.9101  0.079
H: 2.2328 -7.1732 -1.9056  0.087
H: 4.5813 -5.2979 -1.7272  0.087
H: 4.3439 -6.7085 -0.7010  0.086
H: 4.6648 -5.1390 0.0323  0.089
H: 1.0087 -5.8859 0.6362  0.076
H: 2.5273 -5.4773 1.4353  0.092
H: 2.3387 -7.0410 0.6340  0.087
C: 3.5270 0.6753 3.0324  -0.062
N: 4.0388 0.7083 1.6721  -0.048
C: 4.1804 1.8090 0.9207  -1.024
N: 3.8788 2.9848 1.5175  0.096
S: 4.6671 1.7244 -0.6862  0.547
H: 3.6096 -0.3452 3.3991  0.090
H: 2.4857 0.9992 3.0755  0.052
H: 4.1337 1.3152 3.6764  0.094
H: 4.1398 -0.1553 1.1666  0.102
H: 3.2239 2.9988 2.2913  0.077
H: 3.8518 3.7800 0.9015  0.091

Output
Kohn-Sham gap = 0.2611 Eh
HOMO level = -0.25711 Ha

[2]
This record from the OMol25 dataset describes C36H40ClN4O4P2RuS3 as an isolated structure. The level of theory is ωB97M-V/def2-TZVPD.

Last column: Löwdin spin population.
Cartesian coordinates (Å):
Ru: 0.4662 -0.7602 -0.1314  1.781
C: -2.4529 0.6791 0.1222  0.014
P: -0.7446 1.1656 -0.3634  0.019
C: -1.0474 1.2375 -2.1679  0.003
N: -1.5593 2.3832 -2.6707  0.000
C: -1.8330 2.2535 -3.9754  0.000
C: -2.5812 3.2628 -4.6146  0.000
C: -3.2631 3.0368 -5.7976  0.000
C: -3.1201 1.8265 -6.5067  0.001
C: -2.2554 0.8920 -6.0035  0.000
C: -1.6986 1.0041 -4.7265  0.001
N: -1.4297 -0.1974 -4.1183  0.003
C: -0.9632 0.0105 -2.8241  0.012
P: -0.3324 -1.4973 -2.1073  0.138
C: 1.0153 -2.1456 -3.0991  0.028
C: -1.7088 -2.9422 -2.4734  0.053
C: -1.4260 -3.3342 -3.9343  0.011
C: -3.0908 -2.3089 -2.3839  0.003
C: -1.5568 -4.2638 -1.6857  0.002
C: -0.7047 2.8427 0.4106  0.002
C: -2.1024 3.4823 0.4467  0.000
C: 0.2030 3.7877 -0.4222  0.001
C: -0.0651 2.6857 1.8585  0.004
H: -3.2343 1.3800 -0.1940  0.000
H: -2.5082 0.5327 1.2225  0.002
H: -2.5592 -0.3403 -0.3013  0.003
H: -2.8606 4.2460 -4.2241  0.000
H: -4.0932 3.6852 -6.0237  0.000
H: -3.5345 1.7674 -7.5234  0.000
H: -2.0706 -0.0295 -6.5600  0.000
H: 0.8571 -2.0061 -4.1622  0.004
H: 0.9552 -3.2577 -2.9029  0.000
H: 1.9882 -1.7345 -2.7376  0.002
H: -1.3049 -2.4164 -4.5784  0.001
H: -2.2170 -3.9069 -4.4260  0.004
H: -0.5511 -3.9131 -4.1221  0.000
H: -3.2202 -1.3224 -2.8281  0.000
H: -3.4567 -2.2550 -1.3403  0.000
H: -3.7792 -2.9924 -2.9104  0.002
H: -0.5128 -4.6404 -1.7604  0.000
H: -2.1243 -4.9868 -2.3039  0.001
H: -1.8509 -4.3508 -0.6136  0.000
H: -2.5841 3.5072 -0.5943  0.000
H: -2.0508 4.5279 0.7623  0.000
H: -2.7031 2.8888 1.1252  0.000
H: -0.2660 3.9618 -1.3839  0.000
H: 1.1418 3.2917 -0.6199  0.001
H: 0.4214 4.6479 0.2310  0.000
H: -0.5256 2.0086 2.5369  0.001
H: -0.0508 3.7195 2.2809  0.000
H: 0.9813 2.3569 1.7756  0.002
O: 2.1397 -4.7013 -1.6564  0.000
Cl: 2.0364 -4.2531 -0.2951  0.001
O: 0.8601 -4.6916 0.4391  0.003
O: 3.2443 -4.5836 0.3914  0.003
O: 1.9659 -2.7060 -0.3174  0.024
C: 5.5536 -0.9062 1.9244  0.006
C: 4.2234 -1.0278 2.4118  0.061
C: 3.1721 -0.5413 1.6476  0.069
C: 3.3427 0.0077 0.3530  0.044
C: 2.2570 0.0872 -0.5840  0.150
C: 2.5425 0.6586 -1.8824  0.125
C: 3.8342 0.9229 -2.2279  0.027
C: 4.9319 0.6738 -1.3774  0.177
C: 4.6934 0.2558 -0.0444  -0.001
C: 5.7695 -0.1910 0.7539  0.084
H: 6.4111 -1.1312 2.5052  -0.001
H: 4.0442 -1.4776 3.3850  0.002
H: 2.1535 -0.5133 1.9989  0.017
H: 1.7068 0.8713 -2.6025  0.006
H: 4.1230 1.3291 -3.2200  0.000
H: 5.9091 1.0472 -1.7281  0.007
H: 6.7215 -0.0132 0.2928  0.003
S: 1.9121 -2.2493 6.5970  0.347
C: 0.9226 -1.7919 5.3045  -0.006
S: 0.6986 -2.8154 3.9669  0.005
C: -0.2610 -1.5730 3.1389  0.075
N: -0.5278 -0.5666 3.8932  0.098
N: 0.1167 -0.6802 5.1537  0.106
C: -0.2773 0.2747 6.1368  0.003
C: -1.3000 1.1942 5.7825  0.032
C: -1.8962 2.0465 6.7533  -0.005
C: -1.2826 2.1788 8.0269  0.038
C: -0.2308 1.3154 8.3362  0.000
C: 0.2780 0.4059 7.4444  0.027
S: -0.7193 -1.8649 1.4875  0.367
H: -1.6715 1.1111 4.7417  0.002
H: -2.8741 2.4485 6.4621  -0.001
H: -1.7500 2.8260 8.7923  0.002
H: 0.1418 1.4326 9.3670  -0.001
H: 1.0490 -0.2784 7.7915  0.006

Output
multiplicity = 5
charge = +1
Kohn-Sham gap (spin up / spin down) = 0.2243 / 0.1005 Eh
HOMO level (spin up / spin down) = -0.36150 / -0.36233 Ha

Taking the records one at a time from the top gives E values of -2678.2113 -4347.4510 hartree.
Taking the records one at a time from the top gives largest force on an atom values of 0.047 0.084 Eh/bohr.